Record 1
ORCA calculation (wB97M-V/def2-TZVPD) on an isolated molecule of C6H10 in a non-equilibrium geometry.

Element x y z (Å)
C  -1.66170  0.42916  0.56874
C  -1.22347  0.75386  -0.84003
C  1.25853  1.02972  -0.42249
C  1.23202  -0.19577  0.46749
C  0.26426  -1.25283  -0.08161
C  -1.11392  -0.64557  -0.31301
H  -1.09058  0.80098  1.40845
H  -2.73361  0.48272  0.74224
H  0.13406  1.37327  -0.86921
H  1.74739  0.85545  -1.38572
H  1.63271  1.92660  0.05976
H  0.94055  0.08396  1.48811
H  2.23883  -0.62896  0.54653
H  0.20251  -2.11098  0.60303
H  0.64397  -1.63048  -1.04267
H  -1.83229  -1.34242  -0.75071

Forces on atoms 1 to 6 (eV/Å):
C 0.1 -0.1 0.0
C -0.1 0.0 -0.1
C -1.5 0.2 -0.7
C -0.2 -0.1 0.0
C 0.1 0.1 0.1
C 0.1 -0.1 0.1

Summary:
Lowest unoccupied orbital energy = 0.2986 eV
Energy above the lowest of the compared OMol25 structures with the same formula, charge and spin = 424.0 kJ/mol
Net charge = 0
Max |F| = 1.7 eV/Å
E = -234.44102 Ha
Kohn-Sham gap = 8.57 eV

Atomic partial charges in e from the natural (NBO) method, atoms 1 to 8: -0.573 0.043 -0.513 -0.427 -0.377 -0.376 0.231 0.243

Record 2
ORCA calculation (wB97M-V/def2-TZVPD) on a structure of composition C26H21Cl8N4OPtS2.

Element x y z (Å)
Pt  0.04874  0.10084  -0.37619
Cl  2.74229  1.93466  0.59413
C  2.25192  0.69343  1.63879
C  1.15680  -0.10255  1.31350
C  0.80652  -1.05864  2.27738
Cl  -0.53759  -2.04761  2.01008
C  1.53844  -1.25202  3.50978
Cl  1.06330  -2.44487  4.59213
C  2.63637  -0.45002  3.79343
Cl  3.51335  -0.65100  5.23330
C  3.00505  0.53204  2.86900
Cl  4.31655  1.52316  3.17730
C  2.42486  0.95735  -2.89686
N  1.75520  0.08893  -3.83889
C  2.21902  0.04683  -5.24038
C  1.38867  -1.08721  -5.86427
N  0.57987  -1.52660  -4.72187
C  0.86108  -0.85419  -3.61121
S  0.06842  -1.37280  -2.14286
H  3.39336  0.53982  -2.61481
H  1.80692  1.08775  -2.01536
H  2.57669  1.92829  -3.36650
H  3.28999  -0.15451  -5.25829
H  2.03762  1.01209  -5.71078
H  2.00491  -1.90467  -6.23207
H  0.74761  -0.73552  -6.66953
H  -0.02003  -2.33436  -4.72562
Cl  -7.63650  0.64653  4.46114
C  -7.20845  0.82560  2.80536
C  -5.88124  1.00515  2.44613
C  -5.55454  1.12963  1.10382
C  -6.52085  1.07185  0.09960
C  -6.20202  1.17076  -1.37467
C  -5.03340  2.05291  -1.81766
N  -3.69358  1.93727  -1.22309
C  -3.02638  3.01192  -0.67795
C  -1.77157  2.58661  -0.38679
N  -1.66179  1.26576  -0.76588
C  -2.84118  0.90500  -1.25611
O  -6.20530  -0.08957  -2.07584
C  -5.89898  -1.28440  -1.39153
C  -7.12399  -1.92208  -0.78964
C  -8.25069  -2.29798  -1.58752
Cl  -8.36675  -2.14630  -3.23270
S  -9.52635  -3.00885  -0.66570
C  -8.59490  -2.84927  0.74051
C  -7.33718  -2.26014  0.52284
C  -7.84772  0.90734  0.50721
Cl  -9.12282  0.80530  -0.66742
C  -8.20331  0.78731  1.83852
H  -5.12133  1.06326  3.21215
H  -4.51660  1.28359  0.84474
H  -7.03172  1.71000  -1.83863
H  -5.34515  3.07964  -1.62941
H  -4.92947  1.94131  -2.89686
H  -3.49609  3.97229  -0.55531
H  -0.94647  3.13399  0.03432
H  -3.06696  -0.06195  -1.67162
H  -5.14210  -1.16617  -0.61477
H  -5.50112  -1.96550  -2.14947
H  -8.99113  -3.18223  1.69001
H  -6.63496  -2.07944  1.32738
H  -9.24090  0.67620  2.12154

Forces on atoms 1 to 6 (eV/Å):
Pt -0.1 0.1 -0.3
Cl -0.1 0.0 0.0
C 0.0 0.0 0.0
C 0.0 -0.1 0.2
C 0.1 0.0 0.0
Cl 0.0 0.0 0.0

Summary:
<S²> = 6.043
Lowest unoccupied orbital energy (spin up / spin down) = -7.6211 / -11.1137 eV
Energy above the lowest of the compared OMol25 structures with the same formula, charge and spin = 0.0 kJ/mol
Net charge = +3
Spin multiplicity = 5
Max |F| = 0.3 eV/Å
E = -5893.82201 Ha
Kohn-Sham gap (spin up / spin down) = 8.20 / 4.70 eV

Atomic partial charges in e from the Mulliken method, atoms 1 to 8: 0.886 -0.093 1.173 -1.439 1.022 -0.086 -0.047 -0.055